Formula: C39H88O21S5
Source: the Open Molecules 2025 dataset
Level of theory: the ωB97M-V functional and the def2-TZVPD basis

Properties
frontier orbital gap = 0.3515 hartree
SMILES = CCOS(C)(=O)=O.CCOS(C)(=O)=O.CCOS(C)(=O)=O.CCOS(C)(=O)=O.CCOS(C)(=O)=O.C1CCOC1.C1CCOC1.C1CCOC1.C1CCOC1.C1CCOC1.C1CCOC1
lowest unoccupied orbital energy = 0.4 eV
strongest force on any atom = 3.115 eV/Å
highest occupied orbital energy = -9.2134 eV

Atoms and positions in Å:
C: -0.469071 -2.116292 -5.253253
C: -1.959403 -2.306472 -5.572371
C: -2.397548 -3.443080 -4.674609
O: -1.240926 -3.995351 -4.064110
C: -0.366954 -2.812958 -3.890273
H: -0.147283 -1.084320 -5.208019
H: 0.167465 -2.668097 -5.973946
H: -2.031387 -2.676136 -6.606352
H: -2.516850 -1.415199 -5.483110
H: -2.809953 -4.263100 -5.294404
H: -3.091729 -3.044541 -3.901456
H: 0.529904 -3.201568 -3.547594
H: -0.705130 -2.102247 -3.161537
C: 5.164819 -1.831606 -2.875228
C: 4.275857 -1.131238 -1.799578
C: 2.937063 -1.024240 -2.539443
O: 3.280809 -0.864511 -3.920204
C: 4.532395 -1.471935 -4.212147
H: 5.051668 -2.866040 -2.694673
H: 6.252707 -1.631755 -2.822518
H: 4.801020 -0.134484 -1.591651
H: 4.311887 -1.663935 -0.869850
H: 2.404323 -0.070564 -2.278993
H: 2.293732 -1.856838 -2.291193
H: 5.083455 -0.780119 -4.851127
H: 4.331161 -2.431483 -4.699951
C: 1.366563 0.070347 4.798723
C: 2.326777 -1.039970 5.187533
C: 1.399683 -2.010655 5.951587
O: 0.128519 -1.897246 5.236469
C: -0.051057 -0.524439 5.211140
H: 1.357503 0.259630 3.731155
H: 1.512256 1.038516 5.347653
H: 3.227106 -0.752413 5.817785
H: 2.754771 -1.547144 4.332825
H: 1.261246 -1.698128 6.991331
H: 1.718103 -3.075407 5.841515
H: -0.382407 -0.139940 6.214944
H: -0.857905 -0.300675 4.536431
C: -2.082392 -1.742497 2.426065
C: -3.322464 -2.101915 3.250134
C: -4.010435 -3.206058 2.380850
O: -3.043060 -3.677643 1.482788
C: -2.256152 -2.602850 1.110776
H: -1.129461 -2.005856 2.962573
H: -2.002020 -0.750635 2.062302
H: -4.129144 -1.382295 3.393263
H: -3.001945 -2.476593 4.188170
H: -4.741418 -2.799686 1.696263
H: -4.467434 -4.051572 2.847822
H: -2.710782 -2.041990 0.268988
H: -1.250749 -2.899796 0.764094
C: 0.585392 -5.763337 -1.685523
C: 1.999312 -5.696967 -1.067314
C: 1.961102 -4.270169 -0.343046
O: 0.828798 -3.597925 -0.792828
C: -0.158627 -4.670505 -0.989573
H: 0.174819 -6.779556 -1.500846
H: 0.593589 -5.482860 -2.766447
H: 2.787027 -5.937161 -1.769354
H: 1.968247 -6.437097 -0.314200
H: 2.850185 -3.651464 -0.503671
H: 1.866244 -4.442361 0.750788
H: -0.973189 -4.310179 -1.691645
H: -0.634955 -5.107873 -0.067948
C: 2.135660 3.583201 3.748707
C: 2.407933 4.133135 2.330862
C: 1.074839 4.804822 1.946178
O: 0.139658 4.103399 2.747203
C: 0.734789 3.068916 3.503000
H: 2.257711 4.363629 4.528631
H: 2.882668 2.828149 4.014633
H: 2.677114 3.317544 1.647314
H: 3.278634 4.778427 2.207236
H: 0.729227 4.766756 0.885826
H: 1.048624 5.843997 2.218367
H: 0.956085 2.201574 2.928662
H: 0.175888 2.765076 4.398707
O: -5.195524 -0.004770 -4.515224
S: -5.064062 -0.058311 -3.101446
O: -5.922162 0.782271 -2.274859
O: -5.312624 -1.579258 -2.739640
C: -5.688351 -1.807677 -1.398904
C: -5.576148 -3.324890 -1.125321
C: -3.363503 0.228301 -2.711874
H: -6.703096 -1.418549 -1.229008
H: -5.153641 -1.171483 -0.696313
H: -6.432511 -3.816383 -1.624194
H: -5.783401 -3.437385 -0.046562
H: -4.607189 -3.875363 -1.326833
H: -2.782374 -0.436789 -3.244421
H: -3.215396 0.034209 -1.626337
H: -3.135929 1.228792 -2.936155
O: -2.022968 3.807768 -2.191765
S: -2.963314 4.778395 -2.619825
O: -3.346483 5.752637 -1.673135
O: -2.408529 5.419189 -3.957667
C: -1.737118 6.779052 -3.859871
C: -2.776939 7.878891 -4.227063
C: -4.324537 4.018397 -3.457102
H: -0.899686 6.632334 -4.587924
H: -1.179362 6.786747 -2.912408
H: -3.226956 8.217272 -3.293147
H: -3.458884 7.553725 -4.989940
H: -2.175328 8.666466 -4.585257
H: -3.987535 3.554607 -4.402590
H: -4.949933 4.855661 -3.779872
H: -4.778796 3.243351 -2.826674
O: 8.390175 -1.589471 0.302591
S: 7.880515 -1.522937 1.678730
O: 7.839172 -2.668096 2.567935
O: 8.610392 -0.289401 2.445887
C: 10.111223 -0.100592 2.100488
C: 10.606568 0.631539 3.328842
C: 6.275808 -0.970812 1.537449
H: 10.085469 0.527835 1.178489
H: 10.614850 -1.056139 1.919445
H: 11.553968 1.000889 3.162303
H: 10.612921 -0.057152 4.161478
H: 9.984884 1.466483 3.443509
H: 6.311541 0.006442 0.996357
H: 5.835991 -0.801503 2.530618
H: 5.615971 -1.736391 1.030485
O: 1.227904 1.992605 -0.737788
S: 0.144499 1.067644 -0.494539
O: -0.156303 0.080531 -1.480634
O: 0.422966 0.308650 0.944100
C: 1.408884 -0.798873 0.874866
C: 2.811953 -0.299886 1.089179
C: -1.198420 1.872896 0.140184
H: 1.271992 -1.295152 -0.059339
H: 1.024050 -1.513907 1.634473
H: 3.441553 -1.220772 1.176713
H: 2.888693 0.239035 2.076112
H: 3.126420 0.298565 0.277437
H: -2.063380 1.264315 0.022784
H: -1.395049 2.632203 -0.526669
H: -1.024091 2.022277 1.208897
O: -4.426157 0.241431 0.864111
S: -4.926025 1.414868 1.527896
O: -4.660021 1.686293 2.927208
O: -4.417951 2.618175 0.672243
C: -4.553909 4.024509 1.142986
C: -3.420659 4.444375 2.045479
C: -6.683451 1.496328 1.316616
H: -5.481490 4.081054 1.636987
H: -4.591014 4.576656 0.185431
H: -3.151398 3.813966 2.895974
H: -3.823024 5.368352 2.443551
H: -2.553453 4.695590 1.436528
H: -6.994121 1.380801 0.290201
H: -6.881719 2.466314 1.762060
H: -7.166957 0.747103 1.964372

Forces on the atoms, in the same order (eV/Å):
C 0.78 -0.97 0.23
C 1.32 -1.12 -1.49
C -0.70 -0.67 0.16
O 0.60 1.82 0.51
C -1.79 -0.53 -1.50
H 0.06 0.22 -0.03
H -0.35 0.44 0.27
H -0.16 0.52 0.15
H -0.78 0.94 0.21
H -0.36 0.47 0.71
H 0.07 -0.61 -0.34
H 2.03 -0.52 0.26
H -0.71 0.11 0.91
C 0.49 0.89 0.67
C 2.06 1.61 -1.18
C 0.50 2.20 0.53
O -0.50 -0.11 0.36
C -0.57 -0.63 0.33
H -0.01 -1.38 -0.06
H -0.63 0.19 0.14
H -1.23 -0.94 -0.26
H -0.39 -0.44 0.35
H 0.27 -1.00 -0.07
H -0.28 -0.54 -0.39
H 0.13 -0.21 0.08
H 0.18 0.27 -0.62
C -1.32 0.93 0.83
C 0.91 -0.25 1.40
C -0.15 -1.15 -1.41
O 1.23 -0.69 1.08
C 0.36 1.35 0.35
H 0.13 0.10 -0.10
H 0.13 -0.87 -0.57
H -1.21 -0.02 -0.60
H -0.10 -0.11 -0.36
H 0.02 -0.20 -0.01
H -0.25 0.85 0.47
H 0.46 -0.25 -0.54
H -0.19 0.23 -0.53
C 0.28 -1.01 -0.94
C -1.06 -0.65 -1.17
C 0.56 0.69 -0.68
O 0.86 -1.68 -0.18
C 1.38 1.03 0.54
H -1.00 0.09 -0.51
H -0.06 1.32 0.22
H 0.62 0.64 0.11
H 0.05 -0.45 1.01
H -0.86 0.85 0.36
H -0.07 -0.49 0.74
H -0.10 0.12 0.46
H -0.54 -0.34 0.02
C 0.85 -0.30 -1.17
C -1.12 1.40 0.23
C 1.13 -1.28 0.29
O -1.64 -1.04 -0.28
C -1.58 0.54 -0.54
H -0.06 0.78 -0.49
H 0.05 -0.71 0.66
H 0.26 0.41 -0.05
H 0.58 -0.84 0.97
H -0.12 -0.05 -0.16
H 0.16 0.00 -0.36
H 0.88 -0.02 1.18
H 0.61 1.07 -0.25
C 1.23 0.81 0.14
C 0.68 0.24 -0.75
C 0.32 -0.93 -0.27
O -1.89 -0.30 0.37
C 1.19 0.65 0.75
H -0.51 -0.20 -0.47
H -0.30 -0.20 -0.13
H -0.56 -0.17 0.12
H -0.15 0.38 0.47
H 0.65 -0.37 0.55
H 0.08 0.62 0.36
H -0.65 -1.09 -0.90
H -0.22 0.57 -0.40
O 0.02 0.19 -0.58
S -0.77 0.77 0.19
O 0.96 -0.72 -0.55
O 0.45 0.81 -0.61
C -0.33 -0.97 1.47
C -0.50 0.06 0.61
C -1.56 -0.41 2.67
H -0.11 -0.63 -0.36
H 0.81 -0.31 -0.11
H 0.66 0.01 -0.02
H 0.17 -0.11 -0.35
H -1.03 1.12 -0.04
H 1.21 -1.37 -1.31
H -0.14 0.23 -0.62
H 0.28 1.35 -0.32
O 0.58 -1.03 0.41
S 0.27 -1.01 -2.34
O -0.79 1.28 0.77
O 0.55 1.65 0.56
C 0.17 -1.76 -1.22
C 1.68 -1.24 1.88
C -0.08 -0.26 -0.31
H -1.00 0.46 0.15
H -0.82 0.60 0.06
H -0.50 -0.10 -0.32
H -0.31 -0.23 -0.12
H 0.45 1.27 -0.64
H 0.26 0.12 0.69
H -0.37 -0.34 0.47
H -0.23 0.49 -0.07
O -0.13 -0.24 2.11
S 1.44 -0.76 -0.70
O 0.64 0.83 -0.99
O 0.79 -1.26 -1.15
C -1.61 0.63 -0.13
C -1.01 -1.82 -0.88
C -2.25 1.33 -0.13
H 0.24 -0.62 0.72
H -0.43 0.14 0.03
H 2.34 0.64 -0.35
H -0.14 0.15 0.38
H -1.03 1.11 0.71
H -0.29 -0.93 0.22
H 0.28 -0.03 -0.21
H 1.20 0.83 0.33
O -0.56 -0.50 -0.04
S 2.14 -0.71 1.88
O -0.29 -0.12 -0.44
O 0.90 -0.52 -1.26
C -1.32 0.45 1.01
C -0.11 -1.33 2.18
C -0.87 -0.91 1.03
H 0.02 -0.34 -0.83
H 0.54 0.52 -0.22
H -0.26 0.80 -0.14
H -0.01 -0.33 -1.05
H 0.48 0.73 -0.72
H -0.63 -1.00 0.17
H -0.23 2.55 -0.77
H -0.01 0.76 -0.45
O 0.21 0.33 0.44
S -0.25 -0.17 0.67
O -0.08 -0.49 -1.08
O 0.23 0.33 -0.45
C 1.05 -1.29 -0.78
C -0.14 0.68 -0.55
C 0.15 -0.12 1.04
H -1.24 0.21 0.60
H 0.12 -0.10 0.71
H -0.30 -0.21 -0.44
H 0.32 0.51 0.35
H 0.19 -0.14 0.23
H 0.13 0.14 -0.31
H -0.58 0.18 -0.29
H 0.41 0.16 -0.28